{
  "formula": "C37H103N19O17",
  "method": "ωB97M-V/def2-TZVPD",
  "symbols": ["C", "O", "C", "C", "N", "C", "C", "O", "C", "H", "H", "H", "H", "H", "H", "H", "H", "H", "H", "H", "H", "H", "H", "H", "C", "O", "C", "C", "N", "C", "C", "O", "C", "H", "H", "H", "H", "H", "H", "H", "H", "H", "H", "H", "H", "H", "H", "H", "C", "O", "C", "C", "N", "C", "C", "O", "C", "H", "H", "H", "H", "H", "H", "H", "H", "H", "H", "H", "H", "H", "H", "H", "C", "O", "C", "C", "N", "C", "C", "O", "C", "H", "H", "H", "H", "H", "H", "H", "H", "H", "H", "H", "H", "H", "H", "H", "C", "O", "C", "C", "N", "C", "C", "O", "C", "H", "H", "H", "H", "H", "H", "H", "H", "H", "H", "H", "H", "H", "H", "H", "C", "O", "N", "N", "H", "H", "H", "H", "C", "O", "N", "N", "H", "H", "H", "H", "C", "O", "N", "N", "H", "H", "H", "H", "C", "O", "N", "N", "H", "H", "H", "H", "C", "O", "N", "N", "H", "H", "H", "H", "C", "O", "N", "N", "H", "H", "H", "H", "C", "O", "N", "N", "H", "H", "H", "H"],
  "positions_angstrom": [[-6.289715, -3.540765, -3.823539], [-4.984290, -3.031375, -3.820800], [-3.953719, -3.916892, -3.400245], [-2.698114, -3.303486, -2.965348], [-1.612064, -4.205431, -3.313626], [-0.260846, -3.593351, -3.259639], [0.869429, -4.661084, -3.268778], [1.229014, -4.866863, -1.888213], [2.432870, -5.541158, -1.709554], [-6.409793, -4.287366, -4.608570], [-7.025431, -2.738169, -3.875082], [-6.590633, -4.106273, -2.941637], [-3.773209, -4.435457, -4.341846], [-4.229192, -4.543793, -2.552181], [-2.647688, -3.144254, -1.888220], [-2.464300, -2.380464, -3.495879], [-1.599941, -4.818293, -2.510915], [-0.080176, -2.898048, -2.439882], [-0.193147, -2.926629, -4.119288], [1.676839, -4.232660, -3.862621], [0.545017, -5.598439, -3.720692], [3.068112, -5.506925, -2.594657], [2.225949, -6.573096, -1.426019], [2.999666, -5.090337, -0.894931], [3.592939, 5.402460, -3.430768], [3.847525, 4.024587, -2.994877], [5.016930, 3.873456, -2.211187], [4.732859, 2.812315, -1.093742], [4.276175, 1.524225, -1.714207], [5.375586, 0.854439, -2.457750], [6.716965, 0.502334, -1.729687], [7.431586, 1.712671, -1.315014], [8.630878, 1.436536, -0.588237], [4.146110, 5.615283, -4.345532], [3.869874, 6.093548, -2.634646], [2.533316, 5.548830, -3.640216], [5.366929, 4.782603, -1.722270], [5.870514, 3.577097, -2.820834], [4.003376, 3.225200, -0.396981], [5.594733, 2.711997, -0.434049], [3.453948, 1.658049, -2.285282], [5.645393, 1.361408, -3.384189], [5.058623, -0.065713, -2.948614], [7.318318, -0.132348, -2.380583], [6.681551, -0.021630, -0.774545], [9.345073, 1.033067, -1.306028], [8.424046, 0.817348, 0.284652], [8.958670, 2.410307, -0.224320], [-0.787330, 2.129065, 8.648973], [-0.156988, 1.621563, 7.436234], [1.221749, 1.180064, 7.516298], [1.889787, 1.091398, 6.150705], [1.091215, 0.493685, 5.047022], [0.899348, -0.915460, 5.274477], [0.000011, -1.532380, 4.167829], [-1.314696, -1.037370, 3.951954], [-1.904614, -1.589628, 2.745160], [-1.011174, 1.301478, 9.322083], [-1.722123, 2.598254, 8.342169], [-0.179410, 2.868460, 9.170331], [1.282711, 0.155918, 7.884395], [1.856389, 1.792033, 8.157261], [2.809118, 0.505889, 6.139852], [2.198539, 2.094246, 5.855652], [0.204409, 0.950533, 4.889001], [0.290170, -1.066185, 6.165713], [1.865688, -1.414051, 5.349921], [-0.108542, -2.602865, 4.342142], [0.502166, -1.251962, 3.241911], [-1.767802, -0.785596, 2.022040], [-2.959068, -1.691678, 3.001691], [-1.459436, -2.475235, 2.291698], [1.348785, 3.196516, 0.625805], [0.196066, 3.382382, 1.352494], [-0.040580, 2.450911, 2.484312], [-1.409837, 2.708665, 3.132338], [-1.621444, 1.818458, 4.287187], [-2.651750, 2.330327, 5.184823], [-4.099350, 2.604912, 4.549583], [-4.127320, 3.746689, 3.676654], [-5.405357, 4.065657, 3.105777], [1.456016, 4.018283, -0.082226], [1.283829, 2.277468, 0.043364], [2.183201, 3.134029, 1.324324], [0.750234, 2.516609, 3.231582], [-0.061623, 1.416341, 2.141784], [-2.190286, 2.542040, 2.389885], [-1.508414, 3.748877, 3.442737], [-1.764679, 0.831347, 4.128423], [-2.340613, 3.290955, 5.595296], [-2.753904, 1.628711, 6.012715], [-4.931166, 2.588544, 5.253787], [-4.317952, 1.747701, 3.912793], [-5.843045, 3.114532, 2.802643], [-5.225396, 4.818427, 2.338272], [-5.946104, 4.486820, 3.953306], [-4.786886, -2.117448, -0.206160], [-4.368455, -0.772950, -0.383258], [-4.812598, 0.105459, 0.657652], [-4.213494, 1.450330, 0.378404], [-4.698097, 2.121328, -0.830785], [-4.153751, 3.448070, -1.059973], [-2.676373, 3.448560, -1.369756], [-2.410922, 4.824801, -1.565491], [-1.217355, 5.031594, -2.294294], [-4.940948, -2.532809, -1.202069], [-5.697894, -2.085440, 0.391459], [-4.019184, -2.725393, 0.272526], [-4.404829, -0.287794, 1.588869], [-5.902521, 0.111304, 0.669467], [-3.124212, 1.475068, 0.347458], [-4.540750, 2.056295, 1.223270], [-5.696783, 2.203722, -0.957019], [-4.394401, 4.015658, -0.161074], [-4.777483, 3.924886, -1.816078], [-2.535394, 2.774972, -2.215050], [-2.037584, 3.220319, -0.516563], [-1.188792, 6.053181, -2.673307], [-1.390572, 4.391715, -3.159532], [-0.280443, 4.723972, -1.829892], [4.095994, -2.695814, -3.648848], [4.239772, -2.808881, -4.871891], [3.243863, -1.895386, -3.069114], [4.816543, -3.400914, -2.824214], [2.640922, -1.279734, -3.595940], [3.205123, -2.099791, -2.080771], [4.762890, -3.210939, -1.833701], [5.257912, -4.145337, -3.344913], [3.696795, 0.613817, 2.101689], [3.887185, 1.709574, 2.439746], [3.218165, -0.251399, 2.931657], [3.782816, 0.138082, 0.860809], [2.677085, -0.976830, 2.483240], [2.842376, 0.259669, 3.717593], [3.909731, 0.676235, 0.015597], [3.711802, -0.855113, 0.691621], [-1.892249, -5.289423, 0.215919], [-3.066184, -5.004391, 0.369307], [-1.364319, -6.401362, 0.667898], [-0.991503, -4.453586, -0.167770], [-1.945294, -7.002292, 1.234864], [-0.371059, -6.565004, 0.585730], [-1.428161, -3.600392, -0.486323], [-0.066932, -4.673049, -0.509991], [0.177494, 1.402571, -4.357757], [-0.339140, 2.060972, -3.519899], [1.481899, 1.434006, -4.556231], [-0.432982, 0.560341, -5.109592], [2.031943, 2.217392, -4.233948], [1.780991, 0.800763, -5.283994], [-1.425344, 0.592457, -5.294783], [0.155841, 0.121538, -5.803025], [2.855780, -2.761706, 0.595877], [3.134426, -2.271048, -0.453591], [3.748085, -3.388145, 1.251314], [1.707827, -2.641827, 1.239600], [3.398308, -3.953730, 2.011490], [4.705666, -3.291157, 0.945177], [1.003669, -2.105430, 0.753249], [1.702539, -2.952626, 2.200573], [-0.199788, -0.676121, -0.815631], [-0.574089, -1.573404, -0.072375], [1.026147, -0.363822, -1.044598], [-1.031388, 0.125657, -1.426008], [1.811445, -0.901128, -0.705923], [1.271408, 0.513741, -1.480298], [-0.656613, 0.813017, -2.064113], [-2.019463, -0.082283, -1.449947], [-4.465244, 0.166811, -4.213965], [-4.398859, -0.163097, -5.324888], [-4.967691, -0.450160, -3.205520], [-4.061389, 1.333684, -3.752803], [-4.869807, -0.113576, -2.258290], [-5.084175, -1.445005, -3.335232], [-3.962175, 2.126295, -4.370887], [-3.944852, 1.515043, -2.766082]],
  "forces_ev_per_a": [[-0.3, -0.9, 0.1], [-0.4, 0.6, 1.2], [-1.3, -0.9, -1.2], [1.9, 1.7, -0.4], [1.1, -0.6, 0.8], [-0.3, -0.3, -0.9], [-1.1, 1.2, 0.7], [-0.3, 0.7, -1.1], [0.7, -0.6, 0.4], [-0.2, 0.2, -0.6], [0.3, 0.2, -0.5], [0.5, 0.0, 0.7], [0.5, -0.9, 0.5], [-0.8, -0.5, -0.3], [-0.5, 0.6, 0.1], [-0.4, 0.4, 0.1], [0.1, -0.9, -0.1], [-0.1, -0.2, 0.6], [0.2, -0.2, -0.4], [0.5, -0.2, 0.3], [-0.1, -0.1, -0.1], [-0.1, -0.1, -0.1], [0.2, -0.3, -0.1], [-0.1, 0.1, 0.1], [0.3, -1.2, 0.4], [-0.6, 1.6, -0.4], [0.4, -0.8, 1.2], [-0.4, 0.6, -1.4], [1.9, 0.0, 1.1], [0.6, -0.4, -0.2], [-0.2, 1.4, 1.1], [-0.2, -0.5, -0.8], [-1.0, 0.7, -0.8], [0.2, 0.1, 0.0], [0.1, 0.1, 0.0], [0.0, -0.4, 0.1], [-0.5, 0.4, 0.0], [0.0, -0.3, -0.2], [-0.6, -0.2, -0.3], [0.1, -0.5, -0.5], [0.2, 0.2, -0.2], [0.4, 0.9, 0.1], [-0.6, -0.4, 0.8], [0.1, 0.2, -0.4], [-1.0, -0.6, -0.1], [0.4, -0.3, 0.4], [0.2, -0.4, -0.1], [0.2, -0.1, -0.1], [0.8, -0.8, -1.1], [0.6, 0.6, 0.5], [-0.4, -0.9, 0.1], [-1.0, 0.8, -1.7], [1.2, 0.3, 0.6], [-2.7, 0.2, -0.3], [1.2, 0.2, -0.8], [-0.2, -0.5, 1.0], [0.0, 1.7, 0.5], [0.0, -0.1, 0.2], [0.1, -0.1, -0.1], [0.2, 0.0, -0.1], [-0.5, -0.1, 0.7], [-0.2, 0.3, 0.2], [0.1, -0.1, 0.7], [-0.1, 0.1, -0.3], [-0.2, 0.4, 0.3], [0.3, -0.3, 0.8], [-0.2, -0.4, -0.2], [0.5, -0.2, -0.2], [0.5, -0.7, -0.3], [-0.3, -0.2, -0.5], [0.0, -0.4, -0.3], [0.1, -0.2, 0.6], [0.6, -0.6, 0.2], [-2.4, -0.4, 2.1], [0.0, 0.7, -0.9], [0.3, -0.6, -0.5], [-0.4, 1.5, 0.6], [-1.1, 0.7, -0.7], [0.8, -0.7, -1.1], [0.7, 0.1, 0.4], [1.4, -0.6, 1.8], [0.0, 0.2, 0.1], [0.2, -0.4, -0.1], [0.5, 0.0, -0.3], [0.2, 0.3, -0.1], [0.3, -0.2, -0.4], [-0.1, 0.2, -0.3], [0.1, -0.1, 0.2], [0.1, -0.1, -0.7], [0.2, 0.1, 0.1], [-0.2, 0.0, 0.0], [0.1, 0.6, 0.6], [0.0, -0.5, -0.2], [-0.5, 0.3, -0.6], [-0.2, -0.3, -0.1], [-0.8, 0.2, -0.3], [0.2, 0.3, -0.1], [0.0, 0.4, 0.0], [1.3, -1.0, -1.3], [-1.2, 1.4, 0.2], [0.4, -1.0, -1.2], [-0.9, -0.4, 1.4], [-0.7, 1.2, 0.9], [0.5, 0.7, -0.3], [-0.9, -0.6, -1.3], [-0.3, -0.1, 0.1], [-0.2, -0.5, -0.1], [0.0, 0.0, 0.2], [-0.2, 0.2, 0.4], [-0.2, 0.2, 0.2], [0.0, -0.4, 0.1], [0.4, 0.3, 0.6], [-0.1, -0.6, 0.5], [0.6, 0.6, 0.3], [0.5, -0.1, -0.5], [0.7, 0.3, -0.3], [-0.1, -1.0, 0.0], [0.1, 0.1, 0.5], [0.9, 0.0, -0.5], [-0.1, 0.1, 0.5], [-0.3, 0.6, -3.6], [-0.2, 0.0, -0.5], [-1.3, 1.4, 0.7], [1.8, -1.6, 1.1], [0.2, -0.3, 0.3], [-1.1, 1.0, 0.2], [0.3, -0.8, 0.0], [0.5, -0.1, 1.0], [-0.6, -2.1, -3.1], [1.8, 6.7, 1.3], [-1.2, -3.1, 3.0], [0.7, -1.0, -2.2], [-0.2, -0.1, 0.7], [-0.6, -0.7, 0.3], [0.3, 0.4, 0.1], [0.1, 0.6, 0.1], [-0.9, -0.4, 1.9], [-1.9, 0.3, -0.4], [0.6, -3.7, 0.9], [1.2, 3.6, -2.2], [0.3, 0.0, -0.3], [-0.3, -0.1, 0.3], [0.8, 0.4, 0.1], [0.0, 0.0, 0.0], [1.0, 0.9, 0.6], [-2.1, 2.7, 3.1], [2.9, -0.5, -0.7], [-1.9, -3.3, -3.3], [0.0, -0.3, -0.1], [1.0, 0.7, 0.2], [0.0, -0.1, 0.4], [-0.8, -0.2, -0.2], [-1.6, -0.8, 2.2], [0.3, 2.4, -4.7], [3.0, -2.0, 1.9], [-1.0, 0.6, -0.4], [0.8, -0.6, 0.8], [0.1, -0.6, 0.3], [-1.1, -0.3, 0.5], [-0.6, -0.1, 0.1], [-1.9, -0.5, 0.9], [-0.1, -1.4, 0.7], [4.7, 0.9, -0.7], [-2.5, 1.7, -1.4], [0.0, -0.2, 0.1], [-0.1, -0.2, 0.0], [-0.5, 0.1, -0.2], [0.1, 0.0, 0.2], [0.1, 2.5, 3.0], [0.3, -2.1, -6.2], [-2.4, -4.0, 3.0], [2.3, 4.9, -0.1], [0.0, 0.0, -0.2], [0.0, -0.1, 0.3], [0.2, -0.3, 0.0], [-0.5, 0.0, -0.1]],
  "lowdin_spin": [0.000, 0.000, 0.000, 0.000, 0.000, 0.001, 0.002, 0.016, 0.062, 0.000, 0.000, 0.000, 0.000, 0.000, 0.000, 0.000, 0.000, 0.000, 0.000, 0.000, 0.001, 0.003, 0.016, 0.025, 0.000, 0.000, 0.000, 0.000, 0.000, 0.000, 0.004, 0.002, 0.002, 0.000, 0.000, 0.000, 0.000, 0.000, 0.000, 0.000, 0.000, 0.000, 0.000, 0.001, 0.005, 0.000, 0.002, 0.000, 0.000, 0.000, 0.000, 0.001, 0.000, 0.019, 0.027, 0.006, 0.002, 0.000, 0.000, 0.000, 0.000, 0.000, 0.001, 0.000, 0.000, 0.001, 0.024, 0.033, 0.002, 0.000, 0.000, 0.002, 0.000, 0.000, 0.000, 0.000, 0.000, 0.000, 0.000, 0.000, 0.000, 0.000, 0.000, 0.000, 0.000, 0.000, 0.000, 0.000, 0.000, 0.000, 0.000, 0.000, 0.000, 0.000, 0.000, 0.000, 0.000, 0.000, 0.000, 0.000, 0.000, 0.000, 0.000, 0.000, 0.000, 0.000, 0.000, 0.000, 0.000, 0.000, 0.000, 0.000, 0.000, 0.000, 0.000, 0.000, 0.000, 0.000, 0.000, 0.000, 0.003, 0.001, 0.001, 0.009, 0.000, 0.001, 0.014, 0.006, 0.008, 0.003, 0.010, 0.003, 0.006, 0.000, 0.000, 0.003, 0.012, 0.005, 0.018, 0.004, 0.004, 0.035, 0.000, 0.003, 0.000, 0.000, 0.000, 0.000, 0.000, 0.000, 0.000, 0.000, 0.064, 0.032, 0.110, 0.036, 0.188, 0.065, 0.002, 0.081, 0.000, 0.002, 0.001, 0.000, 0.001, 0.000, 0.000, 0.000, 0.000, 0.000, 0.000, 0.000, 0.000, 0.000, 0.000, 0.000],
  "s2": 0.75,
  "gap_ev": [2.13, 8.47],
  "multiplicity": 2,
  "homo_energy_ev": [-0.1032, -6.4460],
  "total_charge": -1
}